Entry 1:
The following is a DFT calculation (ωB97M-V/def2-TZVPD) of 3 unconnected molecules or ions with the total composition C3H10N2O2.

Summary:
* E_tot: -10342.805 eV
* spin multiplicity: 1
* charge: 0
* ΔE to the lowest compared entry with this formula, charge and spin: 644.8 kJ/mol
* maximum force: 5.044 eV/Å

Each line ends with the Löwdin charge.
Cartesian coordinates (Å):
C (0.896, -2.020, -0.818)  -0.235
C (-1.282, -0.343, -0.129)  -0.289
O (0.247, -0.926, -1.409)  -0.288
O (-1.447, -0.941, 0.904)  0.047
H (-2.041, -0.135, -0.892)  0.143
H (1.351, -2.609, -1.626)  0.073
H (0.200, -2.679, -0.282)  0.068
H (1.689, -1.757, -0.105)  0.058
C (1.113, 0.872, 0.622)  -0.052
N (-0.083, 0.745, -0.211)  -0.028
N (-1.234, 2.082, 0.634)  0.047
H (-0.098, 1.292, -1.061)  0.138
H (-2.198, 1.954, 0.308)  0.016
H (-1.301, 1.776, 1.609)  0.024
H (1.982, 0.664, 0.001)  0.097
H (1.048, 0.144, 1.428)  0.098
H (1.158, 1.881, 1.027)  0.084



Entry 2:
The following is a DFT calculation (ωB97M-V/def2-TZVPD) of C3H6Cl2S in the gas phase.

Summary:
* E_tot: -39087.952 eV
* spin multiplicity: 1
* charge: 0
* ΔE to the lowest compared entry with this formula, charge and spin: 33.8 kJ/mol
* SMILES: CC(Cl)(Cl)CS
* maximum force: 3.232 eV/Å

Each line ends with the Löwdin charge.
Cartesian coordinates (Å):
C (0.551, 0.364, 1.365)  -0.167
C (0.718, 0.279, -0.158)  -1.329
C (-0.386, -0.569, -0.782)  -0.638
H (0.860, -0.627, 1.817)  0.106
H (-0.541, 0.256, 1.394)  0.019
H (1.010, 1.266, 1.695)  0.052
H (-0.117, -1.529, -0.378)  0.068
H (-0.249, -0.554, -1.867)  0.070
H (-2.834, -0.517, -1.221)  -0.158
S (-2.006, 0.177, -0.470)  0.741
Cl (2.185, -0.535, -0.694)  0.636
Cl (0.809, 1.987, -0.700)  0.600



Entry 3:
The following is a DFT calculation (ωB97M-V/def2-TZVPD) of a molecular structure, C35H57As3BN3PPdS.

Summary:
* E_tot: -248460.278 eV
* spin multiplicity: 1
* charge: +3
* maximum force: 0.433 eV/Å

Each line ends with the Löwdin charge.
Cartesian coordinates (Å):
Pd (-0.135, 0.931, 0.026)  0.364
C (-1.644, 1.202, 3.409)  -0.203
As (0.017, 1.091, 2.445)  1.152
C (0.724, 2.872, 2.696)  -0.213
C (1.003, -0.300, 3.369)  -0.284
C (2.486, -0.550, 3.029)  -0.639
C (2.947, -1.660, 3.982)  -0.032
C (2.638, -1.109, 1.603)  -0.289
As (2.052, -0.110, 0.039)  1.094
C (3.193, 1.437, -0.191)  -0.233
C (2.626, -1.259, -1.391)  -0.221
C (3.299, 0.736, 3.225)  -0.385
As (5.306, 0.938, 3.269)  1.167
C (5.684, 0.106, 4.996)  -0.328
C (5.954, -0.530, 2.130)  -0.343
H (-1.371, 1.540, 4.411)  0.071
H (-2.124, 0.230, 3.481)  0.026
H (-2.295, 1.944, 2.950)  0.030
H (1.046, 2.954, 3.734)  0.065
H (-0.093, 3.564, 2.495)  0.047
H (1.560, 3.092, 2.040)  0.025
H (0.405, -1.207, 3.226)  0.062
H (0.911, -0.020, 4.423)  0.112
H (2.287, -2.528, 3.924)  0.087
H (2.950, -1.301, 5.012)  0.106
H (3.957, -1.984, 3.742)  0.075
H (2.162, -2.087, 1.524)  0.066
H (3.700, -1.255, 1.390)  0.063
H (4.214, 1.096, -0.011)  0.046
H (2.960, 2.239, 0.502)  0.024
H (3.091, 1.793, -1.213)  0.020
H (3.695, -1.415, -1.233)  0.065
H (2.463, -0.761, -2.343)  0.024
H (2.110, -2.215, -1.366)  0.041
H (3.015, 1.182, 4.185)  0.076
H (3.000, 1.466, 2.470)  -0.005
H (5.092, 0.604, 5.764)  0.029
H (6.733, 0.303, 5.213)  0.031
H (5.513, -0.967, 5.037)  0.019
H (5.728, -0.333, 1.080)  -0.003
H (5.626, -1.531, 2.406)  0.019
H (7.041, -0.502, 2.218)  0.035
C (-1.130, -3.736, 3.416)  -0.009
C (-0.140, -3.770, 2.437)  -0.044
C (-0.223, -2.927, 1.345)  -0.118
C (-1.306, -2.045, 1.221)  -0.371
C (-2.310, -2.031, 2.198)  -0.073
C (-2.214, -2.875, 3.293)  -0.023
P (-1.420, -1.038, -0.241)  1.085
C (-3.038, -0.376, -0.537)  -0.342
C (-3.731, 0.409, 0.397)  -0.107
C (-5.018, 0.825, 0.129)  -0.018
C (-5.626, 0.471, -1.074)  0.004
C (-4.943, -0.292, -2.012)  -0.033
C (-3.645, -0.704, -1.762)  -0.057
C (-0.940, -2.069, -1.628)  -0.370
C (-0.178, -1.681, -2.723)  -0.129
C (0.046, -2.578, -3.758)  -0.046
C (-0.499, -3.852, -3.714)  -0.014
C (-1.275, -4.241, -2.628)  -0.021
C (-1.489, -3.365, -1.580)  -0.068
H (-1.068, -4.404, 4.265)  0.132
H (0.681, -4.470, 2.521)  0.130
H (0.524, -2.984, 0.563)  0.101
H (-3.185, -1.410, 2.079)  0.103
H (-2.999, -2.884, 4.037)  0.131
H (-3.258, 0.715, 1.322)  0.077
H (-5.543, 1.441, 0.844)  0.124
H (-6.636, 0.800, -1.280)  0.133
H (-5.421, -0.569, -2.942)  0.126
H (-3.124, -1.291, -2.504)  0.108
H (0.241, -0.685, -2.765)  0.016
H (0.658, -2.285, -4.601)  0.111
H (-0.320, -4.547, -4.523)  0.130
H (-1.712, -5.230, -2.595)  0.130
H (-2.097, -3.681, -0.742)  0.125
C (-0.837, 0.701, -5.879)  -0.013
N (-0.011, 1.224, -4.785)  -0.184
C (1.417, 0.943, -4.939)  -0.046
C (-0.543, 1.787, -3.699)  -0.612
S (0.431, 1.752, -2.205)  0.685
N (-1.691, 2.439, -3.788)  -0.160
C (-2.102, 3.136, -5.018)  0.001
C (-2.532, 2.751, -2.638)  -0.042
H (-0.470, -0.297, -6.118)  0.099
H (-0.762, 1.316, -6.775)  0.110
H (-1.874, 0.625, -5.568)  0.095
H (1.683, 1.130, -5.978)  0.113
H (1.632, -0.104, -4.712)  0.079
H (2.014, 1.591, -4.308)  0.067
H (-1.253, 3.260, -5.682)  0.103
H (-2.457, 4.121, -4.719)  0.113
H (-2.909, 2.615, -5.530)  0.106
H (-2.337, 2.061, -1.830)  0.023
H (-3.573, 2.656, -2.945)  0.113
H (-2.356, 3.772, -2.300)  0.114
B (-3.523, 4.030, 1.011)  -0.366
C (-2.325, 3.134, 0.608)  -0.230
N (-1.481, 2.392, 0.317)  -0.061
H (-3.076, 4.957, 1.641)  0.040
H (-4.199, 3.287, 1.696)  0.030
H (-4.058, 4.383, -0.012)  0.037